Computed, not measured: 4 unconnected molecules or ions with the total composition C36H41F29NO4 in a non-equilibrium geometry, with ωB97M-V/def2-TZVPD.

The HOMO energy (spin up / spin down) is -8.69 / -8.95 eV. As for the total charge: 0. The spin multiplicity is 2.

```
111
C36H41F29NO4 | the OMol25 dataset | ωB97M-V/def2-TZVPD
C 2.650 -2.727 4.107
C 2.288 -1.136 4.099
C 2.449 -0.702 5.668
C 0.748 -0.868 3.745
C 0.396 -0.675 2.191
C -0.913 0.279 1.991
C -2.062 0.054 3.081
C -3.157 1.241 2.835
C -3.892 1.139 1.424
F -3.176 1.834 0.412
F -4.126 -0.232 1.152
C -5.366 1.820 1.512
F -6.252 1.103 2.341
F -5.287 3.178 1.896
F -5.940 1.820 0.196
C 0.241 -2.127 1.503
C -1.231 -2.516 1.037
C -1.902 -2.132 -0.299
C -3.332 -2.597 -0.695
C -4.143 -3.508 0.274
C -3.499 -3.884 1.627
C -2.077 -3.420 2.010
C 1.590 0.093 1.399
C 3.079 -0.287 1.882
C 3.691 -1.606 1.130
C 4.024 0.931 1.334
N 3.277 -0.302 3.359
O 3.435 0.894 3.873
H 1.877 -3.196 4.823
H 3.669 -2.886 4.598
H 2.544 -3.215 3.084
H 1.907 0.302 5.843
H 3.545 -0.631 5.973
H 1.851 -1.468 6.293
H 0.047 -1.670 4.160
H 0.453 0.119 4.274
H -1.322 0.229 0.920
H -0.552 1.371 2.125
H -2.617 -0.938 3.011
H -1.732 0.189 4.168
H -3.936 1.182 3.674
H -2.636 2.254 2.890
H 0.885 -2.128 0.547
H 0.570 -2.916 2.261
H -1.306 -1.482 -1.040
H -3.810 -2.311 -1.686
H -5.193 -3.880 0.007
H -4.079 -4.551 2.351
H -1.604 -3.728 2.999
H 1.495 1.238 1.537
H 1.469 -0.069 0.259
H 2.965 -2.477 1.098
H 3.840 -1.273 0.034
H 4.718 -1.871 1.565
H 4.108 0.845 0.185
H 3.537 1.948 1.530
H 5.055 0.851 1.830
C -0.199 -6.030 -1.268
C -0.064 -7.544 -1.540
C 0.296 -8.409 -0.333
F 1.494 -8.089 0.191
F 0.377 -9.715 -0.697
F 0.814 -7.733 -2.555
F -1.274 -7.971 -2.009
O 0.931 -5.211 -1.601
C 1.944 -5.078 -0.628
C 3.293 -5.628 -1.100
F 3.216 -6.944 -1.392
F 4.232 -5.498 -0.130
F 1.531 -5.623 0.532
F 2.056 -3.749 -0.393
H -0.987 -5.674 -1.938
H -0.575 -5.818 -0.264
H -0.462 -8.329 0.452
H 3.640 -5.103 -1.993
C -4.904 5.487 -1.672
C -4.134 4.684 -2.742
C -2.776 4.131 -2.311
F -1.906 5.105 -1.978
F -2.201 3.441 -3.331
F -4.019 5.440 -3.861
F -4.922 3.623 -3.086
O -4.815 6.915 -1.748
C -3.716 7.531 -1.110
C -2.812 8.280 -2.093
F -2.297 7.448 -3.025
F -1.760 8.841 -1.448
F -3.050 6.622 -0.373
F -4.245 8.410 -0.227
H -5.964 5.280 -1.848
H -4.717 5.119 -0.659
H -2.878 3.447 -1.463
H -3.363 9.068 -2.610
C 3.236 4.448 -4.141
C 2.954 3.728 -5.477
C 1.696 2.859 -5.515
F 1.745 1.845 -4.630
F 1.554 2.290 -6.739
F 4.049 3.015 -5.833
F 2.814 4.699 -6.428
O 4.192 3.835 -3.266
C 3.718 2.840 -2.384
C 4.359 1.473 -2.642
F 4.102 1.031 -3.892
F 3.864 0.540 -1.789
F 2.372 2.802 -2.422
F 4.043 3.261 -1.140
H 3.697 5.403 -4.407
H 2.319 4.723 -3.613
H 0.798 3.453 -5.318
H 5.444 1.518 -2.517
```

Computed, not measured: a molecular structure, C25H66F3MnN6O9S in a non-equilibrium geometry, with ωB97M-V/def2-TZVPD.

The HOMO energy (spin up / spin down) is -10.42 / -10.42 eV. As for the total charge: +1. The calculation puts the energy relative to the best compared isomer or geometry (same formula, charge and spin) at 61.25 kcal per mole. The spin multiplicity is 6.

```
111
C25H66F3MnN6O9S | the OMol25 dataset | ωB97M-V/def2-TZVPD
Mn 6.425 9.415 22.246
C 4.532 12.657 19.610
F 5.105 13.632 20.299
F 3.388 12.340 20.241
F 4.210 13.151 18.415
S 5.523 11.085 19.374
O 5.688 10.524 20.738
O 4.595 10.300 18.621
O 6.813 11.432 18.823
C 11.784 10.648 19.862
C 10.429 11.288 19.528
C 10.509 11.682 18.027
O 11.070 10.636 17.272
C 11.174 10.887 15.903
N 9.275 10.462 19.819
H 11.781 10.341 20.916
H 12.616 11.312 19.641
H 12.027 9.675 19.428
H 10.361 12.212 20.100
H 11.180 12.556 17.992
H 9.592 12.074 17.573
H 10.251 11.142 15.366
H 11.573 9.979 15.452
H 11.858 11.724 15.699
H 8.412 10.931 19.522
H 9.256 9.614 19.258
C 6.015 15.770 12.098
C 6.898 14.724 12.793
C 6.277 13.889 13.922
O 5.993 14.761 14.982
C 5.169 14.264 15.994
N 7.358 13.784 11.751
H 5.445 16.294 12.877
H 5.334 15.447 11.316
H 6.597 16.623 11.736
H 7.759 15.288 13.175
H 7.053 13.179 14.238
H 5.397 13.411 13.479
H 4.096 14.331 15.757
H 5.235 14.869 16.897
H 5.362 13.209 16.204
H 8.082 13.176 12.129
H 7.824 14.374 11.067
C 4.441 12.454 24.875
C 5.188 11.881 23.667
C 6.374 12.807 23.345
O 7.163 12.243 22.324
C 8.388 12.860 21.945
N 5.790 10.545 23.929
H 3.431 12.047 24.774
H 4.330 13.531 24.754
H 4.876 12.241 25.848
H 4.499 11.719 22.842
H 7.001 12.852 24.244
H 6.023 13.759 22.935
H 8.822 13.409 22.786
H 8.117 13.544 21.137
H 9.091 12.108 21.600
H 6.385 10.673 24.752
H 5.103 9.906 24.347
C 6.967 10.358 15.672
C 5.871 10.106 14.626
C 6.242 8.988 13.654
O 7.478 9.281 13.032
C 7.806 8.329 12.076
N 4.597 9.816 15.285
H 7.106 9.542 16.385
H 6.748 11.287 16.200
H 7.948 10.546 15.221
H 5.800 11.069 14.113
H 5.481 8.874 12.881
H 6.351 8.116 14.313
H 8.023 7.299 12.411
H 8.727 8.620 11.573
H 7.016 8.105 11.346
H 4.675 8.884 15.680
H 4.394 10.455 16.040
C 5.292 6.239 19.389
C 5.269 7.445 20.316
C 4.129 7.334 21.345
O 4.151 8.550 22.083
C 2.915 8.984 22.637
N 6.559 7.672 21.070
H 5.158 5.235 19.793
H 6.243 6.197 18.851
H 4.501 6.419 18.661
H 4.927 8.357 19.828
H 4.249 6.486 22.026
H 3.211 7.208 20.767
H 3.037 9.963 23.083
H 2.493 8.217 23.294
H 2.151 9.034 21.853
H 6.741 6.835 21.630
H 7.248 7.570 20.322
C 1.109 11.249 18.203
C 0.365 12.523 17.790
C 0.503 13.653 18.824
O 0.138 14.853 18.176
C 0.089 15.990 19.031
N 1.128 12.934 16.571
H 0.581 10.609 18.923
H 2.125 11.409 18.545
H 1.159 10.571 17.349
H -0.683 12.336 17.574
H 1.487 13.754 19.294
H -0.194 13.453 19.654
H 1.070 16.463 19.053
H -0.378 15.692 19.973
H -0.623 16.684 18.583
H 0.707 13.794 16.235
H 2.068 13.126 16.896
```

Computed, not measured: a molecular structure, C14H23AsN3NaS2, with ωB97M-V/def2-TZVPD.

The HOMO energy is -7.31 eV. As for the total charge: 0. The calculation puts the energy relative to the best compared isomer or geometry (same formula, charge and spin) at 0.00 kcal per mole. The spin multiplicity is 1.

```
44
C14H23AsN3NaS2 | the OMol25 dataset | ωB97M-V/def2-TZVPD
Na -0.255 -1.167 0.408
C -0.086 -3.954 5.331
S -0.422 -4.901 3.839
C -0.564 -3.594 2.627
S 0.668 -2.394 2.592
N -1.609 -3.782 1.866
N -1.729 -2.864 0.856
C -2.713 -3.047 0.070
C -2.956 -2.120 -1.043
C -4.052 -2.323 -1.878
C -4.272 -1.447 -2.929
C -3.394 -0.394 -3.117
C -2.328 -0.266 -2.236
N -2.105 -1.097 -1.226
H 0.161 -4.680 6.105
H -0.961 -3.387 5.641
H 0.760 -3.287 5.184
H -3.387 -3.894 0.198
H -4.716 -3.157 -1.700
H -5.118 -1.588 -3.589
H -3.520 0.317 -3.921
H -1.616 0.545 -2.351
C 1.881 1.438 -3.028
C 2.538 1.496 -1.655
As 1.214 1.316 -0.218
C 2.356 1.444 1.385
C 3.625 2.280 1.305
C 0.321 3.073 -0.274
C 1.162 4.313 -0.543
H 2.622 1.484 -3.827
H 1.193 2.274 -3.174
H 1.312 0.516 -3.159
H 3.094 2.425 -1.524
H 3.250 0.678 -1.526
H 2.599 0.410 1.639
H 1.698 1.795 2.185
H 4.285 1.934 0.509
H 4.185 2.210 2.239
H 3.418 3.335 1.126
H -0.197 3.156 0.685
H -0.466 2.976 -1.027
H 1.842 4.526 0.280
H 0.524 5.189 -0.674
H 1.759 4.213 -1.450
```

Computed, not measured: 2 unconnected molecules or ions with the total composition C2H4N4 in a non-equilibrium geometry, with ωB97M-V/def2-TZVPD.

The HOMO energy is -9.18 eV. As for the total charge: 0. The calculation puts the energy relative to the best compared isomer or geometry (same formula, charge and spin) at 91.21 kcal per mole. The spin multiplicity is 1.

```
10
C2H4N4 | the OMol25 dataset | ωB97M-V/def2-TZVPD
N -1.170 -1.027 1.006
C 0.001 -1.164 0.345
C 1.048 -1.311 -0.242
N 0.700 1.792 -1.350
N 0.095 1.885 -0.282
N -0.504 2.067 0.663
H -1.955 -1.493 0.570
H -1.386 -0.087 1.317
H 1.998 -1.546 -0.670
H 1.173 0.884 -1.358
```

Computed, not measured: a molecular structure, C31H55O5SSiZn in a non-equilibrium geometry, with ωB97M-V/def2-TZVPD.

The HOMO energy is -4.24 eV. As for the total charge: -1. The calculation puts the energy relative to the best compared isomer or geometry (same formula, charge and spin) at 24.16 kcal per mole. The spin multiplicity is 1.

```
94
C31H55O5SSiZn | the OMol25 dataset | ωB97M-V/def2-TZVPD
O 5.520 -0.662 -1.988
C 5.551 -1.435 -3.235
C 7.055 -1.430 -3.370
H 5.120 -0.912 -4.084
H 5.127 -2.431 -3.086
C 6.982 -0.780 -1.950
H 7.340 -0.733 -4.167
H 7.519 -2.412 -3.493
C 7.761 0.515 -1.880
H 7.356 1.284 -2.545
H 8.809 0.312 -2.171
H 7.806 0.900 -0.842
C 7.384 -1.710 -0.811
H 7.169 -2.752 -1.093
H 6.835 -1.467 0.112
H 8.463 -1.618 -0.607
Zn 1.208 -0.432 -0.105
C 0.267 -2.446 1.798
C 0.083 -2.478 0.399
C 1.384 -2.541 -0.240
H -0.870 -2.590 -0.125
C 2.360 -2.621 0.832
C 1.667 -2.520 2.068
H 2.125 -2.547 3.059
H -0.539 -2.440 2.534
H 1.562 -2.799 -1.292
H 3.423 -2.825 0.691
C 0.508 0.638 1.717
C 1.708 0.644 2.508
C 2.499 1.760 2.086
H 1.915 -0.096 3.287
C 1.750 2.511 1.130
C 0.616 1.742 0.768
H -0.171 1.932 0.014
H -0.441 0.157 1.950
H 3.513 2.034 2.402
H 1.956 3.571 0.832
O 5.051 2.240 -2.207
C 4.264 1.695 -1.105
C 3.145 0.780 -1.673
H 3.765 2.540 -0.549
H 4.948 1.195 -0.406
C 3.288 0.917 -3.199
H 2.165 1.235 -1.396
H 3.167 -0.279 -1.369
C 4.101 2.224 -3.307
H 2.326 0.957 -3.724
H 3.826 0.054 -3.613
H 3.325 3.011 -3.141
H 4.607 2.378 -4.273
C -4.957 0.678 -2.426
C -5.024 1.327 -1.051
C -4.190 2.602 -1.050
C -6.480 1.660 -0.740
O -4.588 0.402 -0.033
Si -3.033 0.041 0.469
S -1.627 -0.145 -0.949
O -2.658 1.189 1.594
C -3.282 1.616 2.836
C -2.157 2.217 3.675
C -4.301 2.717 2.557
C -3.943 0.463 3.587
O -3.211 -1.384 1.303
C -4.108 -2.472 0.998
C -3.567 -3.686 1.745
C -5.498 -2.158 1.549
C -4.177 -2.773 -0.499
H -5.320 1.414 -3.160
H -5.619 -0.197 -2.469
H -3.934 0.377 -2.691
H -4.621 3.311 -1.775
H -4.222 3.079 -0.064
H -3.149 2.397 -1.331
H -7.081 0.742 -0.752
H -6.564 2.137 0.246
H -6.873 2.350 -1.498
H -2.548 2.644 4.611
H -1.670 3.016 3.099
H -1.414 1.450 3.924
H -5.143 2.353 1.954
H -4.707 3.100 3.507
H -3.809 3.550 2.039
H -4.809 0.063 3.043
H -3.224 -0.344 3.783
H -4.310 0.822 4.564
H -3.513 -3.467 2.819
H -4.250 -4.534 1.604
H -2.567 -3.952 1.382
H -5.943 -1.299 1.032
H -6.161 -3.027 1.429
H -5.419 -1.945 2.623
H -4.796 -2.044 -1.040
H -3.181 -2.797 -0.961
H -4.648 -3.761 -0.623
```

Computed, not measured: a molecular structure, C31H47BrCaN2P2 in a non-equilibrium geometry, with ωB97M-V/def2-TZVPD.

The HOMO energy is -11.40 eV. As for the total charge: +2. The calculation puts the energy relative to the best compared isomer or geometry (same formula, charge and spin) at 19.30 kcal per mole. The spin multiplicity is 1.

```
84
C31H47BrCaN2P2 | the OMol25 dataset | ωB97M-V/def2-TZVPD
N 10.565 0.100 2.292
C 9.782 0.332 3.346
C 8.391 0.274 3.271
C 7.764 -0.094 2.050
C 8.629 -0.364 0.959
C 10.010 -0.273 1.133
C 6.307 -0.177 1.954
Ca 0.838 -0.664 1.910
P -3.254 -4.884 -1.671
C 5.684 -0.754 0.895
C 4.309 -0.609 0.511
C 3.742 -1.552 -0.376
C 2.451 -1.390 -0.861
C 1.774 -0.129 -0.751
C 2.299 0.755 0.240
C 3.467 0.454 0.957
Br -0.889 -1.553 0.001
H 5.744 0.246 2.806
H 6.291 -1.385 0.229
H 7.776 0.502 4.147
H 8.245 -0.647 -0.018
H 10.275 0.626 4.289
H 10.685 -0.463 0.297
H 4.353 -2.412 -0.693
H 3.815 1.143 1.733
H 1.978 -2.237 -1.367
H 1.880 1.762 0.370
P 0.932 0.728 -2.148
C -2.477 -4.685 -0.009
C -2.500 -6.027 0.718
H -3.027 -3.912 0.542
H -1.451 -4.308 -0.138
H -2.245 -5.892 1.769
H -3.492 -6.485 0.664
H -1.772 -6.717 0.280
C -1.737 -4.933 -2.714
C -2.031 -5.402 -4.142
H -1.056 -5.639 -2.213
H -1.275 -3.934 -2.684
H -1.091 -5.606 -4.668
H -2.620 -6.328 -4.133
H -2.589 -4.641 -4.705
C -3.869 -3.183 -2.067
C -5.287 -2.983 -1.536
H -3.841 -3.066 -3.162
H -3.151 -2.484 -1.611
H -5.583 -1.943 -1.674
H -6.011 -3.604 -2.068
H -5.335 -3.222 -0.472
C -0.585 1.708 -2.521
C -0.324 2.812 -3.548
H -1.061 2.056 -1.598
H -1.266 0.963 -2.940
H 0.141 3.690 -3.068
H 0.335 2.457 -4.357
H -1.250 3.126 -4.042
C 0.721 -0.726 -3.208
C 1.963 -1.038 -4.023
H -0.117 -0.420 -3.845
H 0.364 -1.568 -2.590
H 2.326 -0.161 -4.564
H 2.772 -1.442 -3.400
H 1.693 -1.783 -4.781
C 2.273 1.833 -2.699
C 2.328 3.139 -1.870
H 2.061 2.074 -3.754
H 3.234 1.297 -2.654
H 3.324 3.301 -1.442
H 2.104 4.010 -2.499
H 1.609 3.167 -1.041
C -2.149 4.723 4.221
C -1.591 3.537 3.494
C -0.625 2.762 4.130
C -0.116 1.642 3.472
N -0.581 1.261 2.252
C -1.488 2.042 1.618
C -2.025 3.184 2.217
H -2.588 4.421 5.188
H -1.369 5.468 4.457
H -2.929 5.237 3.644
H -0.287 3.010 5.129
H 0.682 1.053 3.936
H -1.770 1.759 0.610
H -2.762 3.795 1.711
```